# 1
80
Properties=species:S:1:pos:R:3:mulliken_charge:R:1 method="wB97M-V/def2-TZVPD" multiplicity=5 charge=-1 homo_energy_ev="-3.3156 / -3.4099" lumo_ev="2.42 / 2.42" relative_energy_ev=6.057
Pm 0.67 -0.41 1.66 0.09
P -0.59 -0.33 -0.32 0.08
Cl -1.32 -1.32 2.59 -0.45
C 1.23 -2.11 1.28 -0.62
H 2.19 -2.39 0.84 -0.11
H 0.59 -2.94 1.59 0.41
C -1.93 0.88 0.12 -0.59
C -1.39 -1.98 -0.61 0.07
C -2.81 1.46 -1.00 -0.78
H -2.55 0.27 0.79 1.07
C -3.94 2.31 -0.40 -0.95
H -2.20 2.09 -1.66 0.18
H -3.23 0.66 -1.62 0.29
C -3.37 3.44 0.48 -0.77
H -4.55 2.73 -1.20 0.42
H -4.59 1.67 0.21 0.37
C -2.46 2.88 1.58 -1.03
H -2.80 4.13 -0.15 0.31
H -4.19 4.02 0.92 0.43
C -1.34 2.01 0.99 0.64
H -2.03 3.69 2.17 0.42
H -3.05 2.26 2.27 0.37
H -0.67 2.64 0.38 0.19
H -0.75 1.60 1.82 -0.40
C 0.17 0.14 -1.97 -0.30
C -0.46 -2.96 -1.35 -0.63
H -1.48 -2.33 0.42 0.96
C -1.03 -4.39 -1.28 -0.96
H -0.34 -2.68 -2.40 0.27
H 0.54 -2.93 -0.90 0.06
C -2.45 -4.43 -1.86 -0.70
H -0.37 -5.08 -1.82 0.44
H -1.05 -4.71 -0.23 0.31
C -3.37 -3.44 -1.13 -1.00
H -2.41 -4.19 -2.93 0.30
H -2.85 -5.45 -1.78 0.39
C -2.81 -2.01 -1.20 -0.61
H -4.37 -3.47 -1.57 0.44
H -3.46 -3.74 -0.08 0.37
H -2.83 -1.66 -2.23 0.17
H -3.46 -1.34 -0.62 0.30
C 0.74 1.57 -2.01 -0.19
H 1.02 -0.56 -2.05 0.95
C 1.54 1.81 -3.29 -0.95
H -0.08 2.29 -1.95 0.25
H 1.39 1.75 -1.14 -0.28
C 0.70 1.55 -4.54 -0.81
H 1.93 2.83 -3.30 0.43
H 2.42 1.14 -3.30 0.36
C 0.08 0.14 -4.50 -1.05
H -0.11 2.29 -4.59 0.33
H 1.30 1.67 -5.45 0.45
C -0.72 -0.08 -3.21 -0.17
H -0.56 -0.02 -5.37 0.41
H 0.89 -0.61 -4.55 0.36
H -1.56 0.63 -3.18 0.09
H -1.15 -1.08 -3.21 0.05
C 2.33 1.32 1.13 0.09
C 2.75 0.15 0.52 0.07
H 1.56 1.92 0.65 0.41
C 4.00 -0.55 0.98 -0.79
H 2.39 -0.10 -0.47 0.13
C 4.41 -0.14 2.39 -0.40
H 3.89 -1.64 0.90 0.32
H 4.81 -0.30 0.27 0.43
C 4.48 1.38 2.49 -0.91
H 3.67 -0.52 3.11 0.04
H 5.38 -0.59 2.64 0.44
C 3.11 2.03 2.21 -0.94
H 4.83 1.69 3.48 0.40
H 5.22 1.75 1.77 0.33
H 2.51 2.07 3.12 0.20
H 3.24 3.06 1.87 0.45
F 1.21 0.89 7.02 -0.25
C 1.79 0.02 6.11 0.81
F 3.14 0.30 6.02 -0.24
F 1.63 -1.28 6.56 -0.25
C 1.16 0.17 4.76 0.28
O 0.19 1.03 4.56 -0.63
O 1.59 -0.58 3.77 -0.67

---

# 2
80
Properties=species:S:1:pos:R:3:mulliken_charge:R:1 method="wB97M-V/def2-TZVPD" multiplicity=2 charge=-2 homo_energy_ev="2.5751 / 1.5708" lumo_ev="3.86 / 3.88"
Pb 0.13 0.37 0.80 0.87
Cl 0.78 -2.06 0.51 -0.70
C 0.16 1.23 5.26 -0.56
C 0.45 1.40 3.02 -0.64
N 0.88 0.81 4.16 0.74
H -1.35 2.80 5.38 0.41
N -0.44 2.32 3.47 0.82
H 0.32 0.88 6.26 0.45
C 1.96 -0.22 4.29 1.58
C 2.58 -0.02 5.67 -2.18
C 1.34 -1.61 4.25 -1.11
H 1.88 -0.32 6.47 0.43
H 3.46 -0.66 5.76 0.44
H 2.89 1.02 5.83 0.42
H 3.85 -0.62 3.38 0.44
H 3.31 1.07 3.20 0.38
H 0.91 -1.84 3.26 0.06
C 2.97 0.02 3.18 -1.63
H 0.57 -1.71 5.02 0.26
H 2.13 -2.35 4.46 0.52
H 2.58 -0.24 2.18 0.15
C -0.66 2.19 4.82 -0.83
C -2.68 2.94 2.72 -1.67
H -3.10 3.02 3.73 0.36
H -3.24 3.62 2.07 0.49
C -1.21 3.34 2.71 1.84
H -1.04 4.46 0.91 0.54
C -1.09 4.63 3.52 -1.95
H -0.04 4.89 3.71 0.37
H -2.83 1.92 2.35 0.23
H -0.97 2.73 0.63 0.20
H -1.62 4.57 4.48 0.41
H -1.54 5.46 2.95 0.47
C -0.64 3.52 1.32 -2.12
H 0.46 3.60 1.34 0.41
C 0.69 -2.05 -6.41 -0.24
N 0.83 -1.93 -5.04 0.17
H -0.26 -0.70 -7.83 -0.17
N -0.21 -0.18 -5.70 -0.49
H 1.04 -2.87 -7.01 0.22
C 1.64 -2.83 -4.22 2.88
C 2.02 -4.03 -5.07 -2.56
C 2.90 -2.09 -3.80 -1.97
H 2.66 -3.72 -5.91 0.46
H 2.59 -4.73 -4.47 0.44
H 1.13 -4.55 -5.46 0.42
H 1.42 -3.87 -2.36 0.45
H -0.08 -3.79 -3.32 0.38
H 2.66 -1.15 -3.28 0.27
C 0.81 -3.22 -3.01 -1.71
H 3.52 -1.88 -4.68 0.40
H 3.48 -2.74 -3.12 0.44
H 0.51 -2.34 -2.43 0.22
C 0.03 -0.95 -6.83 -0.30
C 0.40 2.16 -5.47 -3.26
H 1.13 2.13 -6.29 0.53
H -0.01 3.18 -5.44 0.53
C -0.74 1.18 -5.74 6.94
H -2.15 2.34 -4.63 0.46
C -1.29 1.43 -7.13 -4.33
H -2.07 0.70 -7.40 0.46
H 0.91 1.94 -4.53 0.10
H -1.38 1.03 -3.67 0.26
H -0.48 1.39 -7.88 0.44
H -1.72 2.43 -7.18 0.66
C -1.79 1.30 -4.65 -2.84
H -2.65 0.65 -4.88 0.40
C 0.29 -0.78 -4.59 -0.62
O -1.93 -0.22 1.79 -0.72
N -2.09 -1.06 2.84 0.50
C -2.68 -0.60 3.97 0.09
C -2.82 -1.44 5.06 -0.81
C -2.40 -2.77 4.98 -0.35
C -1.83 -3.23 3.79 -0.76
C -1.68 -2.36 2.73 -0.46
H -3.01 0.45 3.97 0.06
H -3.30 -1.05 5.96 0.35
H -2.52 -3.44 5.83 0.33
H -1.53 -4.27 3.66 0.38
H -1.20 -2.65 1.79 0.42

---

# 3
101
Properties=species:S:1:pos:R:3:mulliken_charge:R:1 method="wB97M-V/def2-TZVPD" multiplicity=1 charge=-1 homo_energy_ev=-6.6079 lumo_ev=1.65
C 5.67 -5.22 1.83 -1.09
C 4.68 -4.94 2.96 -0.26
O 4.90 -3.68 3.60 -0.39
C 4.72 -2.60 2.78 0.10
O 5.64 -2.14 2.10 -0.58
C 3.35 -1.96 2.77 0.30
C 3.48 -0.51 3.18 -1.19
C 2.14 0.20 3.39 -1.11
C 1.07 -0.10 2.32 -0.96
C -0.01 0.99 2.33 0.45
C -0.90 0.91 3.57 -1.21
C -1.54 2.21 3.97 0.97
F -2.22 2.72 2.92 -0.27
F -2.47 1.94 4.93 -0.38
C -0.55 3.25 4.63 0.38
F -0.96 3.51 5.91 -0.31
F 0.68 2.67 4.72 -0.19
S -0.36 4.92 3.73 1.42
F 1.22 4.89 3.84 -0.32
F -0.40 5.74 5.10 -0.34
F -1.93 5.03 3.64 -0.29
F -0.28 4.18 2.35 -0.25
F -0.26 6.29 2.96 -0.32
O 1.58 -0.31 1.02 0.03
C 2.19 0.78 0.34 0.68
C 3.50 0.27 -0.26 -1.58
C 1.30 1.27 -0.82 0.98
C 0.37 2.44 -0.48 -2.00
O 0.59 0.18 -1.35 0.16
C 0.81 -0.14 -2.70 -0.02
C 0.19 -1.49 -2.96 -1.26
C 0.72 -2.56 -2.01 -1.01
C -0.18 -2.81 -0.79 0.94
C -1.63 -3.16 -1.15 -1.46
C -2.60 -2.33 -0.34 0.29
O -2.66 -2.86 0.98 -0.50
C -2.45 -1.88 1.98 -0.64
C 0.23 0.92 -3.67 -0.63
S 1.32 1.35 -5.05 -0.20
C 2.89 1.79 -4.29 0.13
C 3.05 3.28 -3.94 -1.17
H 5.88 -6.28 1.75 0.40
H 6.58 -4.69 2.07 0.29
H 5.31 -4.81 0.90 0.27
H 3.65 -5.02 2.62 0.27
H 4.82 -5.68 3.73 0.35
H 2.64 -2.51 3.38 0.51
H 3.01 -2.05 1.74 -0.12
H 4.00 -0.49 4.13 0.72
H 4.09 0.07 2.50 0.31
H 2.33 1.27 3.37 0.21
H 1.74 -0.07 4.36 0.66
H 0.58 -1.02 2.60 0.49
H -0.65 0.85 1.46 0.29
H 0.49 1.95 2.24 0.31
H -0.42 0.44 4.42 0.48
H -1.75 0.28 3.32 0.14
H 2.42 1.63 0.99 0.34
H 3.25 -0.30 -1.14 0.32
H 4.01 -0.43 0.40 0.33
H 4.14 1.09 -0.54 0.27
H 1.99 1.63 -1.57 -0.44
H 0.32 3.13 -1.32 0.48
H -0.64 2.07 -0.34 0.30
H 0.69 2.99 0.39 0.40
H 1.87 -0.24 -2.95 0.47
H -0.89 -1.42 -2.97 0.54
H 0.49 -1.75 -3.97 0.24
H 0.91 -3.51 -2.51 0.51
H 1.68 -2.22 -1.61 0.12
H 0.24 -3.64 -0.24 0.62
H -0.13 -1.91 -0.19 -1.07
H -1.81 -4.20 -0.90 0.46
H -1.84 -3.04 -2.21 0.44
H -3.58 -2.31 -0.80 0.38
H -2.21 -1.31 -0.30 0.04
H -2.67 -2.34 2.94 0.36
H -3.10 -1.03 1.81 0.31
H -1.41 -1.56 2.00 0.24
H -0.10 1.78 -3.10 0.28
H -0.65 0.49 -4.15 0.42
H 3.64 1.53 -5.03 0.53
H 3.13 1.20 -3.42 -0.33
H 3.44 3.83 -4.79 0.37
H 3.78 3.37 -3.15 0.28
H 2.12 3.70 -3.59 0.30
C -8.02 1.12 -5.65 0.65
F -8.49 0.85 -6.87 -0.23
F -7.55 2.37 -5.66 -0.24
F -9.05 1.07 -4.80 -0.24
S -6.72 -0.10 -5.20 1.03
O -5.68 0.10 -6.17 -0.65
O -7.38 -1.37 -5.21 -0.65
N -6.42 0.50 -3.76 -0.29
S -5.33 -0.20 -2.86 0.81
O -3.97 -0.06 -3.30 -0.54
O -5.69 -1.48 -2.32 -0.66
C -5.47 0.96 -1.43 0.65
F -6.70 0.95 -0.91 -0.25
F -5.18 2.21 -1.78 -0.23
F -4.62 0.60 -0.47 -0.20

---

# 4
77
Properties=species:S:1:pos:R:3:mulliken_charge:R:1 method="wB97M-V/def2-TZVPD" multiplicity=1 charge=+1 homo_energy_ev=-10.1623 lumo_ev=-2.74 relative_energy_ev=1.777
Pb -1.23 -1.08 0.80 0.82
C -1.30 -0.19 -4.81 -0.85
N -2.48 -0.79 -4.01 -0.11
C -3.22 0.37 -3.35 -0.68
C -1.98 -1.79 -2.93 -0.09
C -2.99 -2.27 -1.92 0.52
C -4.12 -2.92 -2.34 -0.49
C -5.16 -3.27 -1.47 -0.50
C -5.03 -3.12 -0.12 -0.98
C -3.89 -2.46 0.31 -0.39
C -2.83 -2.08 -0.52 -0.01
H -1.65 0.02 -5.83 0.37
H -0.52 -0.94 -4.84 0.36
H -1.06 0.70 -4.30 0.32
H -3.14 -1.22 -4.72 0.42
H -2.57 0.83 -2.59 0.24
H -4.14 -0.04 -2.82 0.30
H -3.62 1.09 -4.08 0.41
H -1.38 -1.12 -2.34 0.03
H -1.40 -2.57 -3.43 0.42
H -4.32 -3.21 -3.37 0.35
H -6.04 -3.77 -1.97 0.30
H -5.70 -3.42 0.60 0.55
H -3.76 -2.40 1.39 0.21
C 4.20 -2.69 -0.39 -1.40
C 4.00 -1.74 -1.55 0.08
C 3.76 -2.48 -2.87 -1.16
Sb 2.23 -0.59 -1.05 0.25
C 2.98 0.15 0.92 0.16
C 1.98 0.97 1.77 -1.02
C 4.32 0.92 0.91 -1.44
C 2.73 1.12 -2.24 0.40
C 2.11 2.45 -1.75 -1.16
C 2.46 0.97 -3.78 -1.23
H 5.21 -3.24 -0.52 0.36
H 3.36 -3.36 -0.26 0.32
H 4.30 -2.14 0.56 0.28
H 4.82 -1.03 -1.68 0.37
H 2.95 -3.25 -2.76 0.25
H 4.70 -3.06 -3.12 0.36
H 3.42 -1.76 -3.59 0.26
H 3.14 -0.79 1.38 0.45
H 1.40 1.54 1.08 0.04
H 2.46 1.67 2.43 0.43
H 1.30 0.33 2.28 0.27
H 4.27 2.01 0.62 0.29
H 5.04 0.55 0.18 0.29
H 4.81 0.98 1.86 0.48
H 3.77 1.12 -2.23 0.41
H 1.01 2.50 -1.81 0.15
H 2.52 3.32 -2.30 0.47
H 2.36 2.69 -0.69 0.09
H 1.46 0.67 -3.97 0.02
H 3.17 0.20 -4.24 0.30
H 2.56 1.90 -4.32 0.44
S -0.92 1.29 -0.41 -0.20
C 0.32 1.62 6.79 -1.52
C -0.55 1.67 5.52 0.67
C -1.43 0.71 5.26 -0.93
C -2.04 0.66 3.99 1.72
C -3.08 -0.42 3.84 -1.70
C -1.74 1.57 2.98 -0.08
Te -2.81 1.40 1.17 0.02
C -0.86 2.62 3.26 0.68
C -0.57 3.80 2.37 -1.53
C -0.28 2.66 4.55 -0.89
H -0.33 1.57 7.64 0.38
H 0.91 2.51 7.03 0.39
H 0.91 0.70 6.76 0.32
H -1.79 -0.03 6.04 0.22
H -3.39 -0.82 4.80 0.45
H -2.69 -1.28 3.24 0.05
H -4.01 -0.17 3.38 0.40
H -1.38 4.07 1.72 0.39
H 0.42 3.61 1.82 0.12
H -0.44 4.56 3.12 0.51
H 0.51 3.38 4.89 0.23

---

# 5
80
Properties=species:S:1:pos:R:3:mulliken_charge:R:1 method="wB97M-V/def2-TZVPD" multiplicity=1 charge=+2 homo_energy_ev="-12.3007 / -12.3007" lumo_ev="-8.16 / -8.17" relative_energy_ev=0.378
N -5.17 3.78 -3.05 -0.47
C -5.07 4.07 -1.75 -0.44
C -4.27 3.31 -0.88 -0.48
C -3.52 2.22 -1.40 0.44
C -3.72 1.90 -2.77 -0.23
C -4.55 2.71 -3.55 -0.51
C -2.48 1.61 -0.60 -1.78
Zn -0.61 0.06 0.36 0.25
P 3.72 -0.55 0.79 -0.28
C -1.34 0.99 -1.23 0.85
C -0.22 1.86 -1.68 0.93
C 0.36 1.63 -2.93 -0.30
C 1.54 2.29 -3.29 -0.84
C 2.13 3.20 -2.40 -0.34
C 1.49 3.49 -1.18 -0.59
C 0.30 2.85 -0.83 -0.34
Br 3.83 3.83 -2.75 -0.08
H -2.52 1.82 0.47 0.28
H -1.62 0.24 -1.98 1.35
H -4.15 3.62 0.16 0.41
H -3.18 1.08 -3.26 0.42
H -5.64 4.92 -1.37 0.38
H -4.73 2.49 -4.61 0.38
H -0.06 0.88 -3.60 0.50
H -0.17 3.02 0.13 0.52
H 2.03 2.05 -4.22 0.48
H 1.90 4.23 -0.49 0.50
P -1.10 -2.15 -0.11 0.48
C 4.56 1.05 1.11 -0.34
C 5.93 1.24 0.44 -1.20
H 4.69 1.08 2.21 0.35
H 3.87 1.86 0.81 0.24
H 6.24 2.29 0.57 0.38
H 6.70 0.61 0.89 0.35
H 5.91 1.04 -0.63 0.24
C 3.19 -0.38 -0.96 1.56
C 4.12 -1.25 -1.84 -1.53
H 3.25 0.69 -1.25 -0.15
H 2.14 -0.69 -1.07 -0.96
H 3.73 -1.31 -2.87 0.40
H 5.15 -0.85 -1.89 0.38
H 4.18 -2.27 -1.44 0.38
C 2.41 -0.63 2.05 1.50
C 2.96 -1.32 3.30 -1.89
H 1.58 -1.22 1.63 -1.13
H 2.03 0.39 2.25 0.24
H 2.17 -1.84 3.84 0.49
H 3.70 -2.08 3.01 0.54
H 3.45 -0.64 4.00 0.41
C -1.00 -3.13 1.43 -0.04
C -1.65 -4.51 1.39 -1.36
H -1.43 -2.51 2.24 0.18
H 0.07 -3.22 1.68 0.34
H -2.71 -4.47 1.67 0.33
H -1.58 -4.97 0.41 0.31
H -1.15 -5.17 2.10 0.41
C 0.14 -2.84 -1.25 -0.80
C 0.08 -2.33 -2.69 -1.11
H 0.05 -3.94 -1.22 0.65
H 1.12 -2.61 -0.80 0.30
H -0.85 -2.63 -3.18 0.38
H 0.18 -1.24 -2.75 0.12
H 0.91 -2.76 -3.26 0.44
C -2.69 -2.62 -0.91 -0.50
C -3.96 -2.19 -0.17 -1.14
H -2.67 -3.71 -1.06 0.59
H -2.70 -2.19 -1.92 0.39
H -4.84 -2.48 -0.76 0.43
H -4.05 -2.66 0.82 0.23
H -4.00 -1.10 -0.05 0.15
C 0.09 0.46 4.52 -0.89
S -1.27 -0.15 3.51 0.53
C -2.61 0.72 4.33 -1.23
O -1.10 0.68 2.18 -0.57
H -0.22 0.53 5.56 0.54
H 0.38 1.44 4.12 0.34
H 0.95 -0.22 4.45 0.01
H -2.48 1.79 4.17 0.34
H -3.56 0.38 3.90 0.37
H -2.59 0.47 5.40 0.50